Entry 1:
{
  "formula": "C3S3",
  "method": "the ωB97M-V functional and the def2-TZVPD basis",
  "elements": ["C", "C", "C", "S", "S", "S"],
  "coordinates": [[-0.84059, 0.01067, 1.33940], [1.04032, 0.01786, -1.55577], [0.37226, 0.07072, -0.49885], [0.10154, 0.49281, 2.61847], [1.72874, -0.33241, -3.03020], [-2.40227, -0.25965, 1.12695]],
  "lowdin_charge": [-1.47, -1.06, -0.17, 0.28, 0.05, 0.36],
  "gap_ev": 4.54,
  "de_lowest_kcal_mol": 73.8,
  "e_homo_ha": 0.036,
  "molar_mass_g_mol": 132.2,
  "charge": -2
}

***

Entry 2:
{
  "formula": "C40H100F6N9O16S2V",
  "method": "the ωB97M-V functional and the def2-TZVPD basis",
  "elements": ["V", "C", "F", "F", "F", "S", "O", "O", "N", "S", "O", "O", "C", "F", "F", "F", "O", "C", "C", "O", "H", "H", "H", "H", "C", "O", "C", "C", "N", "C", "C", "O", "C", "H", "H", "H", "H", "H", "H", "H", "H", "H", "H", "H", "H", "H", "H", "H", "C", "O", "C", "C", "N", "C", "C", "O", "C", "H", "H", "H", "H", "H", "H", "H", "H", "H", "H", "H", "H", "H", "H", "H", "C", "C", "C", "O", "C", "N", "H", "H", "H", "H", "H", "H", "H", "H", "H", "H", "H", "C", "C", "C", "O", "C", "N", "H", "H", "H", "H", "H", "H", "H", "H", "H", "H", "H", "C", "C", "C", "O", "C", "N", "H", "H", "H", "H", "H", "H", "H", "H", "H", "H", "H", "C", "C", "C", "O", "C", "N", "H", "H", "H", "H", "H", "H", "H", "H", "H", "H", "H", "C", "C", "C", "O", "C", "N", "H", "H", "H", "H", "H", "H", "H", "H", "H", "H", "H", "C", "C", "C", "O", "C", "N", "H", "H", "H", "H", "H", "H", "H", "H", "H", "H", "H"],
  "coordinates": [[2.09780, 2.63469, -0.21753], [-1.75652, 1.14920, -1.01395], [-1.87208, 2.47681, -0.86532], [-3.07406, 0.62765, -0.96245], [-1.23422, 0.81840, -2.18674], [-0.62639, 0.51572, 0.39916], [-0.87992, 1.46209, 1.52202], [-0.98292, -0.89238, 0.44429], [0.84610, 0.89486, -0.31709], [1.67123, -0.44137, -0.38850], [3.01457, 0.02699, -0.59191], [1.49821, -1.38683, 0.73202], [1.21357, -1.23865, -2.11169], [1.59525, -0.39013, -3.17215], [1.86047, -2.39388, -2.16734], [-0.09434, -1.50521, -2.18059], [2.34021, 3.13436, 1.96848], [2.84521, 1.98893, 2.64014], [3.84552, 2.26397, 3.83239], [3.45660, 3.23289, 4.81507], [3.18450, 1.30400, 1.86305], [2.03741, 1.43057, 3.11321], [4.86748, 2.39420, 3.47638], [3.85759, 1.36984, 4.45567], [-2.87801, 5.66743, 0.10291], [-1.62790, 5.48686, 0.76494], [-1.07130, 6.68837, 1.18406], [0.24782, 6.44938, 2.05480], [0.04285, 5.50973, 3.29067], [-1.02331, 4.51081, 3.25836], [-1.11212, 3.66232, 4.56909], [0.09823, 3.10436, 4.80843], [0.10370, 1.86478, 5.47548], [-3.24063, 4.64157, 0.16782], [-2.90053, 5.89779, -0.96224], [-3.52867, 6.18088, 0.81080], [-1.84290, 7.31351, 1.63340], [-0.73904, 7.25321, 0.31307], [0.73453, 7.35887, 2.40699], [0.90208, 5.92353, 1.35944], [-0.41901, 6.15805, 3.91232], [-0.95039, 3.89815, 2.35979], [-1.97715, 5.03745, 3.22777], [-1.84413, 2.86059, 4.47168], [-1.37392, 4.27768, 5.42984], [1.17715, 1.68080, 5.51966], [-0.53240, 1.06752, 5.09094], [0.02165, 1.89906, 6.56184], [-6.09717, 0.15200, 0.74177], [-5.28663, 1.16198, 1.38217], [-4.61510, 0.67309, 2.51224], [-3.63910, 1.69600, 3.04918], [-4.34878, 2.78002, 3.72092], [-4.69516, 3.84186, 2.76582], [-5.22477, 5.08233, 3.46773], [-6.52049, 4.72368, 4.11858], [-6.73985, 5.82209, 4.99018], [-6.97574, -0.01049, 1.36611], [-5.68364, -0.85369, 0.66648], [-6.38309, 0.55738, -0.22880], [-4.18376, -0.32329, 2.41598], [-5.39143, 0.50814, 3.25937], [-3.01060, 2.08522, 2.24819], [-2.99616, 1.13770, 3.72966], [-5.15864, 2.41702, 4.20308], [-5.48012, 3.51367, 2.08448], [-3.76270, 4.15398, 2.29548], [-5.43672, 5.86120, 2.73525], [-4.54356, 5.55742, 4.17367], [-5.95796, 5.88758, 5.74679], [-7.71784, 5.69447, 5.45423], [-6.94890, 6.68312, 4.35534], [-4.68071, -3.25815, -1.40892], [-4.18140, -4.24356, -2.52786], [-2.79291, -3.90303, -3.20578], [-2.99387, -2.85846, -4.18098], [-1.88289, -2.38788, -4.91239], [-4.17100, -5.58224, -2.09485], [-3.80921, -2.91036, -0.85428], [-5.43152, -3.77686, -0.81282], [-5.04124, -2.33212, -1.85677], [-4.94542, -4.15818, -3.30057], [-2.49551, -4.77686, -3.78549], [-2.10453, -3.62560, -2.40750], [-0.85699, -2.46591, -4.55247], [-2.08955, -1.35346, -5.18691], [-1.82502, -2.95917, -5.83887], [-5.13618, -5.87579, -2.04611], [-3.81892, -5.65187, -1.15078], [2.79729, -5.21140, 0.06473], [2.42469, -6.36649, 1.02016], [2.04175, -7.57649, 0.15447], [0.84365, -7.18441, -0.67424], [0.50979, -8.20695, -1.61895], [3.61894, -6.63916, 1.85428], [2.05489, -4.78106, -0.60739], [3.59011, -5.45690, -0.64186], [3.01466, -4.26924, 0.56789], [1.70555, -5.96657, 1.73500], [1.82002, -8.51090, 0.67004], [2.90772, -7.68023, -0.49931], [-0.12513, -7.74332, -2.37394], [0.06930, -9.10821, -1.19258], [1.33335, -8.57716, -2.22953], [3.44295, -7.50810, 2.33810], [3.59859, -6.00005, 2.63609], [2.63828, -5.89183, -4.19638], [2.19593, -5.28573, -5.53016], [2.65569, -3.80639, -5.83371], [1.99046, -3.13777, -6.96723], [1.72051, -1.81718, -6.71114], [2.85558, -6.17240, -6.43315], [2.24611, -5.35208, -3.33442], [3.72505, -5.86397, -4.11745], [2.42846, -6.94610, -4.01583], [1.11429, -5.33320, -5.65621], [3.71342, -3.73425, -6.08696], [2.48437, -3.27197, -4.89929], [0.70793, -1.79680, -6.30819], [1.64188, -1.25467, -7.64147], [2.35166, -1.34914, -5.95571], [3.80206, -6.22179, -6.08408], [2.91597, -5.79347, -7.36742], [-1.72101, -6.28243, 3.42719], [-1.99997, -4.97030, 2.66611], [-0.65733, -4.02904, 2.52193], [-0.13786, -3.68964, 3.82100], [-0.99238, -2.87427, 4.58864], [-2.34441, -5.50204, 1.34637], [-0.77823, -6.73956, 3.12668], [-2.58079, -6.95215, 3.44647], [-1.46775, -6.01123, 4.45208], [-2.81503, -4.43149, 3.14929], [-0.85712, -3.06294, 2.05844], [0.14638, -4.46567, 1.92906], [-0.42775, -2.54999, 5.46280], [-1.81883, -3.42670, 5.03577], [-1.37751, -1.98899, 4.08263], [-2.30212, -4.72639, 0.70087], [-1.61880, -6.14927, 1.07309], [5.58252, 2.05697, -0.27435], [5.16774, 3.49599, -0.01146], [6.20167, 4.66419, -0.24768], [6.71061, 4.45685, -1.52240], [7.88344, 5.32741, -1.66935], [4.01150, 3.77511, -0.82456], [4.79418, 1.42419, 0.13333], [6.53789, 1.74760, 0.14951], [5.83079, 1.86063, -1.31739], [4.79797, 3.48761, 1.01387], [6.94010, 4.63449, 0.55354], [5.82416, 5.68441, -0.31642], [8.02958, 5.24054, -2.74601], [8.81551, 5.07646, -1.16303], [7.72224, 6.40283, -1.59448], [4.37359, 3.76145, -1.76731], [3.74690, 4.74467, -0.72423], [-0.55952, 4.71746, -2.96031], [0.44280, 3.75337, -2.40217], [1.74322, 3.32740, -3.27724], [2.42497, 2.30631, -2.55994], [3.60640, 1.80712, -3.20934], [0.84881, 4.17319, -1.05700], [-1.36808, 4.86317, -2.24399], [-0.92053, 4.20009, -3.84918], [-0.14685, 5.68536, -3.24490], [-0.11180, 2.85252, -2.13948], [2.34706, 4.18344, -3.57835], [1.49147, 2.89940, -4.24758], [4.45918, 2.46516, -3.04249], [3.56285, 1.46132, -4.24211], [4.00629, 0.97883, -2.62442], [1.24326, 5.08614, -1.23309], [-0.04831, 4.51345, -0.74158]],
  "lowdin_spin": [2.80, 0.00, 0.00, 0.00, 0.00, 0.01, 0.00, 0.01, 0.03, 0.00, 0.01, 0.00, 0.00, 0.00, 0.00, 0.00, 0.03, 0.00, 0.00, 0.00, 0.00, 0.00, 0.00, 0.00, 0.00, 0.00, 0.00, 0.00, 0.00, 0.00, 0.00, 0.00, 0.00, 0.00, 0.00, 0.00, 0.00, 0.00, 0.00, 0.00, 0.00, 0.00, 0.00, 0.00, 0.00, 0.00, 0.00, 0.00, 0.00, 0.00, 0.00, 0.00, 0.00, 0.00, 0.00, 0.00, 0.00, 0.00, 0.00, 0.00, 0.00, 0.00, 0.00, 0.00, 0.00, 0.00, 0.00, 0.00, 0.00, 0.00, 0.00, 0.00, 0.00, 0.00, 0.00, 0.00, 0.00, 0.00, 0.00, 0.00, 0.00, 0.00, 0.00, 0.00, 0.00, 0.00, 0.00, 0.00, 0.00, 0.00, 0.00, 0.00, 0.00, 0.00, 0.00, 0.00, 0.00, 0.00, 0.00, 0.00, 0.00, 0.00, 0.00, 0.00, 0.00, 0.00, 0.00, 0.00, 0.00, 0.00, 0.00, 0.00, 0.00, 0.00, 0.00, 0.00, 0.00, 0.00, 0.00, 0.00, 0.00, 0.00, 0.00, 0.00, 0.00, 0.00, 0.00, 0.00, 0.00, 0.00, 0.00, 0.00, 0.00, 0.00, 0.00, 0.00, 0.00, 0.00, 0.00, 0.00, 0.00, 0.00, 0.00, 0.00, 0.00, 0.01, 0.00, 0.00, 0.00, 0.00, 0.00, 0.00, 0.00, 0.00, 0.00, 0.00, 0.00, 0.00, 0.01, 0.00, 0.02, 0.00, 0.03, 0.00, 0.00, 0.00, 0.00, 0.00, 0.00, 0.00, 0.00, 0.00, 0.00, 0.00],
  "gap_ev": [2.78, 2.78],
  "e_homo_ha": [-0.050, -0.050],
  "molar_mass_g_mol": 1192.4,
  "multiplicity": 4,
  "charge": -1
}

***

Entry 3:
{
  "formula": "C40H106N8O12",
  "method": "the ωB97M-V functional and the def2-TZVPD basis",
  "elements": ["C", "C", "O", "H", "H", "H", "H", "H", "H", "C", "O", "C", "C", "N", "C", "C", "O", "C", "H", "H", "H", "H", "H", "H", "H", "H", "H", "H", "H", "H", "H", "H", "H", "C", "O", "C", "C", "N", "C", "C", "O", "C", "H", "H", "H", "H", "H", "H", "H", "H", "H", "H", "H", "H", "H", "H", "H", "C", "O", "C", "C", "N", "C", "C", "O", "C", "H", "H", "H", "H", "H", "H", "H", "H", "H", "H", "H", "H", "H", "H", "H", "C", "C", "C", "O", "C", "N", "H", "H", "H", "H", "H", "H", "H", "H", "H", "H", "H", "C", "C", "C", "O", "C", "N", "H", "H", "H", "H", "H", "H", "H", "H", "H", "H", "H", "C", "C", "C", "O", "C", "N", "H", "H", "H", "H", "H", "H", "H", "H", "H", "H", "H", "C", "C", "C", "O", "C", "N", "H", "H", "H", "H", "H", "H", "H", "H", "H", "H", "H", "C", "C", "C", "O", "C", "N", "H", "H", "H", "H", "H", "H", "H", "H", "H", "H", "H"],
  "coordinates": [[10.22701, 6.12070, 19.00194], [11.46635, 6.34205, 19.94899], [10.93479, 6.56669, 21.21801], [10.63883, 6.00696, 17.99916], [9.44296, 6.87721, 19.03428], [9.82425, 5.11684, 19.13662], [11.98092, 7.25469, 19.64829], [12.10320, 5.46112, 20.02953], [10.38528, 5.83105, 21.49813], [-2.11699, 9.43877, 21.76688], [-1.34317, 10.62235, 21.53035], [0.10176, 10.53630, 21.66911], [0.95640, 9.54100, 20.93527], [0.97149, 9.73251, 19.46994], [1.39489, 8.60932, 18.62569], [0.55225, 7.32201, 18.84135], [-0.83227, 7.33565, 18.49105], [-0.97394, 7.76689, 17.19146], [-1.91880, 8.71378, 20.97745], [-3.16389, 9.67141, 21.96180], [-1.82723, 9.00184, 22.72251], [0.38594, 10.54878, 22.72133], [0.40610, 11.51661, 21.30240], [0.65491, 8.50884, 21.11374], [1.98711, 9.40236, 21.26161], [-0.01676, 9.85175, 19.29892], [2.45685, 8.53538, 18.85997], [1.22466, 8.91514, 17.59342], [0.57870, 6.88185, 19.83817], [0.95221, 6.60520, 18.12419], [-1.12179, 8.84671, 17.20649], [-1.86128, 7.26072, 16.81131], [-0.21641, 7.47475, 16.46420], [12.09812, 9.72879, 24.21768], [11.04886, 8.86024, 23.88880], [9.75700, 9.36870, 23.52780], [8.70498, 8.19204, 23.41210], [7.31341, 8.53665, 23.07370], [7.14134, 9.56875, 21.99308], [7.22710, 8.99738, 20.55016], [6.03992, 8.08645, 20.31238], [5.14901, 8.58144, 19.31610], [12.89944, 9.83145, 23.48595], [12.67974, 9.30575, 25.03674], [11.51443, 10.57774, 24.57363], [10.05957, 9.85489, 22.60034], [9.38689, 10.19138, 24.13961], [8.66475, 7.90869, 24.46385], [9.14748, 7.35949, 22.86515], [6.76508, 7.71597, 22.85943], [7.74267, 10.45766, 22.18370], [6.11861, 9.89312, 22.18520], [8.15275, 8.43636, 20.42154], [7.30992, 9.73898, 19.75564], [4.42318, 7.84095, 18.98001], [5.64712, 8.82072, 18.37658], [4.65651, 9.52177, 19.56374], [5.72975, 11.50255, 25.71971], [5.38588, 12.83681, 26.19310], [6.49195, 13.78150, 26.25245], [7.07593, 14.03117, 24.94148], [8.25461, 14.96336, 24.95992], [9.46881, 14.42209, 25.62844], [10.75066, 15.38909, 25.48653], [11.15625, 15.95929, 26.67154], [10.33905, 17.04962, 27.13277], [6.40183, 10.87711, 26.30725], [6.15493, 11.49610, 24.71607], [4.82701, 10.89181, 25.73323], [7.29407, 13.75556, 26.99003], [5.97572, 14.70404, 26.51802], [6.35725, 14.44449, 24.23383], [7.35321, 13.19412, 24.30073], [7.92385, 15.90111, 25.13694], [9.73172, 13.43109, 25.25843], [9.20208, 14.20891, 26.66357], [10.74952, 16.13698, 24.69359], [11.56580, 14.78652, 25.08584], [9.42890, 16.54422, 27.45574], [10.19343, 17.82065, 26.37620], [10.75593, 17.59580, 27.97893], [10.10803, 9.17304, 27.20730], [10.23200, 10.31189, 28.34712], [9.96784, 11.75455, 27.93536], [11.04312, 12.20501, 27.08728], [12.38534, 12.12656, 27.56779], [9.22272, 9.84739, 29.37396], [10.89711, 9.20325, 26.45594], [9.08259, 9.31671, 26.86680], [9.89712, 8.15303, 27.52852], [11.25177, 10.25656, 28.72806], [9.89270, 12.26564, 28.89518], [8.99658, 11.85055, 27.45002], [12.49861, 12.57198, 28.55617], [13.06616, 12.74755, 26.98562], [12.75742, 11.10286, 27.60907], [8.82703, 10.53569, 29.99827], [8.51494, 9.41598, 28.79688], [14.72919, 7.51059, 21.65504], [14.70087, 7.21878, 23.16071], [15.46131, 8.27403, 24.01471], [16.86376, 8.15508, 23.72649], [17.51530, 7.74264, 24.89451], [13.28580, 7.09281, 23.53485], [15.70748, 7.41457, 21.18406], [14.39375, 8.48581, 21.30216], [14.05728, 6.77845, 21.20716], [15.23987, 6.29694, 23.37928], [15.14355, 8.21450, 25.05567], [15.03513, 9.21915, 23.67826], [17.26478, 6.79032, 25.36186], [17.44514, 8.55915, 25.61318], [18.57778, 7.77244, 24.65292], [12.77338, 6.63110, 22.79704], [12.71483, 7.87006, 23.83481], [3.94940, 8.09627, 23.20977], [3.97740, 6.62920, 22.87391], [3.06863, 6.31634, 21.69027], [3.17924, 4.84715, 21.54863], [2.64676, 4.41556, 20.28384], [5.41472, 6.35670, 22.64146], [4.44902, 8.67362, 22.43186], [4.41771, 8.29942, 24.17284], [2.94377, 8.51527, 23.24500], [3.75428, 6.13336, 23.81860], [3.27631, 7.02751, 20.89077], [2.10375, 6.61108, 22.10285], [2.84729, 3.36252, 20.08629], [3.11714, 4.91554, 19.43717], [1.60279, 4.65988, 20.08758], [5.50282, 5.35716, 22.52638], [5.56081, 6.63530, 21.68170], [13.40361, 5.10044, 26.55396], [13.68104, 5.95623, 27.76539], [13.04897, 7.38061, 27.87376], [13.75226, 8.28914, 28.70887], [14.99992, 8.80551, 28.20272], [13.28527, 5.18838, 28.95868], [13.78432, 5.56893, 25.64639], [12.36094, 5.09660, 26.23624], [13.76204, 4.07850, 26.67739], [14.76829, 6.02325, 27.80415], [12.05537, 7.33618, 28.31973], [12.98691, 7.82907, 26.88223], [15.81013, 8.07895, 28.26418], [15.34978, 9.65260, 28.79277], [14.96280, 9.05732, 27.14286], [12.33799, 4.92473, 28.72789], [13.26392, 5.99031, 29.57233], [15.35541, 11.99221, 25.30678], [16.87441, 11.92714, 24.93622], [17.62439, 11.66311, 26.23236], [17.58156, 12.74655, 27.05677], [17.97585, 12.42117, 28.33684], [16.99318, 11.00468, 23.81577], [14.61262, 12.20869, 24.53900], [15.23975, 12.69333, 26.13331], [14.92086, 11.03960, 25.60977], [17.05495, 12.87193, 24.42353], [18.61461, 11.31321, 25.94057], [17.16828, 10.78579, 26.69104], [18.87362, 11.82098, 28.18892], [17.34441, 11.72192, 28.88496], [18.33897, 13.16438, 29.04669], [17.94778, 11.02081, 23.48624], [16.84949, 10.02338, 24.00683]],
  "lowdin_spin": [0.07, 0.03, 0.02, 0.01, 0.01, 0.02, 0.01, 0.01, 0.01, 0.01, 0.00, 0.01, 0.01, 0.00, 0.03, 0.01, 0.01, 0.03, 0.00, 0.00, 0.00, 0.01, 0.00, 0.00, 0.00, 0.00, 0.00, 0.01, 0.00, 0.01, 0.00, 0.00, 0.01, 0.00, 0.00, 0.01, 0.01, 0.00, 0.02, 0.04, 0.03, 0.09, 0.00, 0.00, 0.00, 0.01, 0.00, 0.00, 0.00, 0.00, 0.01, 0.01, 0.00, 0.02, 0.01, 0.03, 0.01, 0.01, 0.01, 0.00, 0.01, 0.00, 0.00, 0.00, 0.00, 0.00, 0.00, 0.00, 0.00, 0.00, 0.00, 0.01, 0.00, 0.00, 0.00, 0.00, 0.00, 0.00, 0.00, 0.00, 0.00, 0.00, 0.00, 0.00, 0.00, 0.00, 0.00, 0.00, 0.00, 0.00, 0.00, 0.00, 0.00, 0.00, 0.00, 0.00, 0.00, 0.00, 0.01, 0.00, 0.00, 0.00, 0.00, 0.00, 0.00, 0.00, 0.00, 0.00, 0.00, 0.00, 0.00, 0.00, 0.00, 0.00, 0.00, 0.01, 0.01, 0.01, 0.01, 0.06, 0.01, 0.00, 0.00, 0.00, 0.00, 0.00, 0.00, 0.01, 0.02, 0.00, 0.01, 0.00, 0.01, 0.00, 0.00, 0.00, 0.00, 0.00, 0.00, 0.00, 0.00, 0.00, 0.00, 0.00, 0.00, 0.00, 0.00, 0.00, 0.00, 0.00, 0.00, 0.00, 0.00, 0.00, 0.00, 0.00, 0.00, 0.00, 0.00, 0.00, 0.00, 0.00, 0.00, 0.00, 0.00, 0.00],
  "gap_ev": [1.09, 8.10],
  "e_homo_ha": [0.028, -0.231],
  "molar_mass_g_mol": 891.3,
  "multiplicity": 2,
  "charge": -1
}